No. 1
Molecular formula: C2H4BrI
Method: DFT, the ωB97M-V functional and the def2-TZVPD basis

XYZ file:
```
8
Properties=species:S:1:pos:R:3:forces:R:3
C -0.185836 -0.707539 0.495535 1.2 3.6 3.0
C 0.307217 0.510734 -0.235366 -2.1 0.2 -1.7
Br -1.049006 1.948489 -0.161252 0.3 -0.2 0.0
I 0.540799 -0.033648 -2.392609 0.3 0.4 1.1
H -1.042566 -1.117738 0.102072 -1.8 -0.9 -0.9
H 0.674345 -1.314209 0.416798 0.6 -1.5 0.7
H -0.412225 -0.246141 1.577684 0.6 -1.7 -2.0
H 1.167272 0.960052 0.197139 0.9 0.1 -0.1
```
Positions in Å, forces in eV/Å.

The molar mass is 234.86 g/mol. The value obtained for the LUMO energy is -0.002 Eh. The spin multiplicity is 1. The HOMO-LUMO gap is 9.5 eV. As for the highest occupied orbital energy: -9.53 eV.

Here are the Löwdin charges for atoms 1 to 6, given in e: -0.274 -1.126 0.527 0.664 0.029 0.047


No. 2
Molecular formula: C2H4BrN
Method: DFT, the ωB97M-V functional and the def2-TZVPD basis

XYZ file:
```
8
Properties=species:S:1:pos:R:3:forces:R:3
H 0.806432 2.164644 0.172137 0.3 0.5 -0.4
N 0.003869 1.566620 0.060317 -0.2 1.1 0.0
C 0.324750 0.383007 -0.048198 -0.9 -1.6 2.3
C -0.674772 -0.756219 0.058347 -0.2 1.7 -4.6
Br 2.113372 -0.283016 -0.034538 0.8 0.0 -0.1
H -0.188679 -1.424531 -0.664622 -0.9 -0.4 -0.2
H -1.610428 -0.280041 -0.449229 1.2 -1.4 1.4
H -0.774546 -1.370467 0.905783 -0.2 0.1 1.6
```
Positions in Å, forces in eV/Å.

The molar mass is 121.96 g/mol. As for the structure (SMILES): [H]/N=C(/C)Br. The value obtained for the LUMO energy is 0.031 Eh. The spin multiplicity is 1. The HOMO-LUMO gap is 11.2 eV. As for the highest occupied orbital energy: -10.40 eV.

Here are the Löwdin charges for atoms 1 to 6, given in e: 0.044 0.090 -0.896 -0.133 0.682 0.038


No. 3
Molecular formula: C2H4BrN
Method: DFT, the ωB97M-V functional and the def2-TZVPD basis

XYZ file:
```
8
Properties=species:S:1:pos:R:3:forces:R:3
C 1.198433 0.390900 -0.044084 1.0 0.3 0.5
C -0.937214 -0.309449 -0.452464 -5.4 -3.1 0.9
N -0.040109 0.578532 -0.122546 1.2 0.6 1.1
Br -0.427478 -1.995025 -1.348860 0.0 0.2 0.2
H 1.633569 1.178500 0.476102 1.4 1.6 0.6
H 1.952250 -0.369748 -0.287844 -1.2 -0.7 -0.5
H -1.943350 -0.823670 0.913053 2.5 1.2 -2.8
H -1.817196 0.091224 -0.970300 0.5 -0.2 0.0
```
Positions in Å, forces in eV/Å.

The molar mass is 121.96 g/mol. The value obtained for the LUMO energy is -0.024 Eh. The spin multiplicity is 1. The HOMO-LUMO gap is 8.8 eV. As for the highest occupied orbital energy: -9.49 eV.

Here are the Löwdin charges for atoms 1 to 6, given in e: -0.042 -0.725 -0.118 0.520 0.050 0.084


No. 4
Molecular formula: C2H4BrN3O
Method: DFT, the ωB97M-V functional and the def2-TZVPD basis

XYZ file:
```
11
Properties=species:S:1:pos:R:3:forces:R:3
C 0.150957 -0.075975 -0.368042 0.1 -0.2 -0.1
C 0.369996 1.089716 0.495485 -0.1 -0.1 0.4
N -2.823155 1.516561 1.456847 -1.0 -0.2 -0.5
N -3.534575 1.129475 0.640339 1.3 2.5 4.2
N -3.804323 0.540284 -0.376008 0.3 -2.9 -4.4
O -4.846400 0.364691 -1.012843 -0.6 0.6 0.8
Br 0.648232 2.773376 -0.182474 0.1 0.4 -0.2
H -0.730954 -0.629769 -0.036342 -0.1 -0.1 -0.1
H 0.993516 -0.771031 -0.290768 0.0 -0.1 -0.1
H 0.031737 0.208328 -1.410405 0.0 -0.1 0.0
H 0.353559 1.012076 1.568193 0.0 0.1 0.1
```
Positions in Å, forces in eV/Å.

The molar mass is 165.98 g/mol. The value obtained for the LUMO energy (spin up / spin down) is -0.019 / -0.065 Eh. The spin multiplicity is 1. The HOMO-LUMO gap (spin up / spin down) is 9.4 / 6.0 eV. As for the highest occupied orbital energy (spin up / spin down): -9.88 / -7.78 eV.

Here are the Löwdin charges for atoms 1 to 6, given in e: -0.219 -0.718 0.238 -0.106 -0.105 0.005


E_tot readings, ordered: -2950.286125; -2707.346219; -2707.228948; -2891.885249 Eh
Relative energy (zero: lowest compared OMol25 entry of this formula, charge and spin) readings, ordered: 16.14; 8.05; 81.64; 33.89 kcal per mole